# CH40O20

A 19-piece molecular cluster, CH40O20 overall at a distorted geometry (ωB97M-V/def2-TZVPD, the Open Molecules 2025 dataset).

XYZ file:
```
61
Properties=species:S:1:pos:R:3
O 0.781 -2.280 -1.874
C 0.201 -1.070 -1.489
H -0.784 -1.065 -1.939
H 0.885 -0.305 -1.893
H 0.921 -1.251 0.373
H -3.293 -2.638 -1.688
O 0.147 -0.862 -0.113
H 1.919 0.666 1.473
H 1.441 0.373 3.019
O 1.403 0.136 2.084
H 4.507 -1.731 -0.619
H 3.237 -1.085 -0.351
O 4.161 -0.824 -0.574
H -0.768 -3.610 1.463
H -0.245 -4.541 0.352
O -0.323 -3.605 0.573
H 0.603 1.381 4.704
H 1.379 2.027 3.565
O 1.485 1.434 4.323
H 0.850 -2.215 -3.624
H -0.454 -2.029 -4.418
O 0.472 -1.843 -4.450
H 1.402 -2.832 -1.377
H -2.036 -2.350 -2.552
O -2.828 -2.884 -2.467
H -3.431 0.216 -3.049
H -2.831 1.543 -3.580
O -2.624 0.619 -3.405
H -3.444 0.627 -0.461
H -2.767 -0.616 0.076
O -3.365 -0.318 -0.606
H 1.259 3.230 -2.387
H 2.061 3.066 -1.230
O 1.237 3.545 -1.462
H -1.740 3.187 0.051
H -0.802 4.143 0.513
O -1.718 3.879 0.736
H -0.807 3.139 2.171
H -0.775 3.209 3.606
O -0.685 2.549 2.936
H -2.528 1.885 1.823
H -4.033 1.869 1.257
O -3.288 1.348 1.548
H -0.787 -1.960 2.971
H -1.941 -3.042 2.670
O -1.104 -2.866 3.104
H 2.624 1.544 -3.896
H 1.519 0.683 -3.437
O 2.236 1.227 -3.067
H -0.632 -0.030 2.024
H -0.781 0.555 3.385
O -0.924 -0.260 2.928
H 3.655 0.737 0.621
H 3.713 2.310 0.839
O 3.185 1.560 0.592
H 2.713 -2.680 1.028
H 1.322 -3.281 0.469
O 2.074 -2.625 0.305
H -0.033 1.848 -0.763
H -0.715 0.602 -0.367
O -0.906 1.565 -0.443
```

Summary:
HOMO energy: -10.13 eV
net charge: 0
gap between HOMO and LUMO: 10.0965 eV
strongest force on any atom: 2.4 eV Å⁻¹

Mulliken population analysis, charges in e, atoms 1 to 8: number 1, O, carries -0.74; number 2, C, carries 0.89; number 3, H, carries -0.47; number 4, H, carries -0.04; number 5, H, carries 0.32; number 6, H, carries 0.34; number 7, O, carries 0.34; number 8, H, carries 0.30